Molecular formula: C42H34BrN7O4Tb
Method: DFT, ωB97M-V/def2-TZVPD

CARTESIAN COORDINATES (ANGSTROEM)
Tb: 0.078 1.165 -1.469
C: 4.052 1.676 2.202
C: 5.153 1.138 1.628
C: 5.147 0.780 0.286
C: 3.878 0.417 -0.305
N: 2.795 0.696 0.459
C: 2.849 1.861 1.297
N: 3.865 -0.306 -1.458
C: 3.045 -0.473 -2.440
N: 1.985 0.347 -2.842
C: 1.099 -0.434 -3.653
N: -0.146 -0.055 -3.817
C: -0.428 1.138 -4.510
C: -0.192 1.280 -5.904
C: -0.602 2.489 -6.414
C: -1.088 3.521 -5.567
C: -1.161 3.312 -4.228
N: -0.698 2.156 -3.680
C: 1.643 -1.776 -3.886
C: 1.154 -2.997 -4.381
C: 1.775 -4.200 -4.048
C: 2.983 -4.157 -3.388
C: 3.613 -2.972 -2.985
C: 2.929 -1.783 -3.193
H: 3.949 2.057 3.214
H: 6.074 1.004 2.230
H: 6.024 0.567 -0.291
H: 3.059 2.800 0.740
H: 0.246 0.501 -6.573
H: -0.599 2.589 -7.484
H: -1.325 4.477 -5.994
H: -1.537 4.116 -3.525
H: 0.255 -2.914 -4.972
H: 1.297 -5.125 -4.281
H: 3.452 -5.089 -3.021
H: 4.546 -2.979 -2.477
C: 0.830 4.299 -0.515
O: 0.522 2.989 -0.005
C: 0.537 2.788 1.419
C: -0.518 3.241 2.242
C: -0.555 2.986 3.661
Br: -1.848 3.972 4.592
C: 0.315 2.045 4.157
C: 1.255 1.395 3.302
C: 1.550 1.955 2.025
O: 1.515 0.364 -0.076
C: 1.692 0.070 3.809
N: 2.077 -1.007 3.037
C: 2.211 -2.139 3.835
C: 2.795 -3.357 3.590
C: 3.037 -4.290 4.662
C: 2.446 -4.004 5.886
C: 1.932 -2.736 6.195
C: 1.842 -1.757 5.179
N: 1.514 -0.361 5.090
H: 1.882 4.603 -0.354
H: 0.132 5.007 -0.077
H: 0.574 4.171 -1.595
H: -1.267 3.860 1.699
H: 0.176 1.822 5.187
H: 2.202 -0.972 1.994
H: 3.103 -3.657 2.590
H: 3.385 -5.292 4.397
H: 2.349 -4.845 6.581
H: 1.439 -2.536 7.155
H: 1.093 0.132 5.862
C: -7.633 -1.283 0.904
C: -6.227 -0.982 0.474
C: -5.480 -1.922 -0.286
C: -4.180 -1.679 -0.712
C: -3.519 -2.550 -1.740
C: -3.555 -0.382 -0.285
C: -4.306 0.500 0.494
C: -3.833 1.806 1.023
C: -5.618 0.170 0.833
C: -2.211 0.059 -0.816
O: -1.204 -0.729 -1.006
O: -2.048 1.320 -0.980
H: -7.734 -2.259 1.410
H: -8.339 -1.328 0.031
H: -8.099 -0.493 1.521
H: -6.004 -2.849 -0.587
H: -2.521 -2.216 -2.023
H: -4.207 -2.484 -2.593
H: -3.568 -3.621 -1.445
H: -2.854 1.710 1.461
H: -4.409 2.264 1.792
H: -3.675 2.565 0.232
H: -6.161 0.812 1.506

Output
LUMO level (alpha / beta), eV: -3.62 / -4.51
DFT total energy, eV: -155191.935
2S+1: 7
Expectation value of S²: 12.989
Total charge: +1
HOMO (alpha / beta), eV: -7.73 / -10.47
Gap between HOMO and LUMO (alpha / beta), hartree: 0.1511 / 0.2190

Molecular formula: C42H34ClN6O2S4Tc
Method: DFT, ωB97M-V/def2-TZVPD

CARTESIAN COORDINATES (ANGSTROEM)
Tc: 0.066 -0.336 0.087
S: -2.886 0.631 -6.381
C: -4.335 1.534 -6.370
C: -4.779 1.781 -5.108
C: -3.942 1.240 -4.117
C: -2.856 0.579 -4.637
C: -1.764 -0.086 -3.971
C: -1.546 0.036 -2.585
N: -0.514 -0.498 -1.947
C: 0.336 -1.275 -2.674
C: 0.189 -1.485 -4.063
C: 1.111 -2.336 -4.744
C: 2.110 -2.963 -4.081
C: 2.275 -2.790 -2.674
C: 3.280 -3.414 -1.935
C: 3.352 -3.198 -0.562
C: 2.397 -2.351 0.027
N: 1.467 -1.714 -0.654
C: 1.387 -1.930 -1.988
C: 4.382 -3.787 0.253
C: 4.840 -3.353 1.473
C: 5.881 -4.148 1.978
C: 6.202 -5.180 1.148
S: 5.254 -5.196 -0.275
C: -0.865 -0.847 -4.711
H: -4.772 1.835 -7.301
H: -5.675 2.338 -4.904
H: -4.144 1.328 -3.066
H: -2.221 0.612 -1.969
H: 0.975 -2.475 -5.805
H: 2.799 -3.615 -4.594
H: 3.995 -4.053 -2.429
H: 2.403 -2.202 1.096
H: 4.468 -2.480 1.977
H: 6.373 -3.963 2.915
H: 6.949 -5.933 1.296
H: -0.989 -0.964 -5.778
C: -2.478 -2.560 3.197
C: -1.965 -1.490 2.290
S: -1.540 -2.016 0.693
C: -1.863 -0.184 2.682
C: -2.207 0.292 4.056
S: -1.323 1.045 1.612
H: -2.473 -3.512 2.676
H: -3.497 -2.339 3.515
H: -1.855 -2.639 4.089
H: -2.963 -0.319 4.542
H: -2.546 1.325 4.007
H: -1.303 0.264 4.670
N: 5.575 1.322 -2.407
C: 4.656 1.668 -1.821
C: 3.482 2.042 -1.123
C: 3.366 3.234 -0.410
C: 2.150 3.486 0.201
C: 1.157 2.521 0.172
N: 1.286 1.353 -0.466
C: 2.412 1.152 -1.141
H: 4.194 3.921 -0.334
H: 1.978 4.401 0.745
H: 0.233 2.678 0.710
H: 2.503 0.240 -1.712
Cl: 4.607 -3.200 6.761
C: 3.847 -2.293 5.508
C: 2.658 -2.753 4.956
C: 2.046 -2.024 3.956
C: 2.614 -0.833 3.509
C: 3.805 -0.381 4.071
C: 4.428 -1.111 5.063
C: 2.016 -0.085 2.365
O: 2.546 0.918 1.898
O: 0.947 -0.612 1.874
H: 2.221 -3.677 5.301
H: 1.124 -2.372 3.512
H: 4.233 0.543 3.710
H: 5.364 -0.782 5.487
C: -3.106 5.279 -2.075
C: -3.228 3.982 -1.363
C: -4.319 3.288 -0.885
C: -3.809 2.088 -0.352
N: -2.493 2.055 -0.510
N: -2.151 3.204 -1.106
C: -4.554 0.981 0.302
H: -4.085 5.735 -2.184
H: -2.675 5.129 -3.067
H: -2.466 5.964 -1.521
H: -5.343 3.597 -0.914
H: -1.182 3.407 -1.291
H: -5.499 0.799 -0.203
H: -4.777 1.252 1.333
H: -3.965 0.067 0.302

Output
LUMO level (alpha / beta), eV: -3.47 / -4.13
DFT total energy, eV: -115200.726
2S+1: 4
Expectation value of S²: 3.775
Total charge: +1
HOMO (alpha / beta), eV: -9.64 / -10.48
Gap between HOMO and LUMO (alpha / beta), hartree: 0.2265 / 0.2333

Molecular formula: C42H34CoN8O2S
Method: DFT, ωB97M-V/def2-TZVPD

CARTESIAN COORDINATES (ANGSTROEM)
Co: 1.082 -0.191 -0.260
C: -2.639 1.580 0.563
C: -1.790 1.480 -1.870
C: -2.214 1.911 -3.243
C: -1.328 2.033 -4.262
C: 0.026 1.785 -4.021
C: 0.441 1.565 -2.690
N: -0.360 1.512 -1.655
C: 1.889 1.394 -2.461
C: 2.786 2.056 -3.299
C: 4.138 1.816 -3.164
C: 4.557 1.030 -2.108
C: 3.625 0.512 -1.209
N: 2.302 0.615 -1.449
C: 4.062 -0.080 0.066
C: 5.410 -0.140 0.415
C: 5.771 -0.644 1.653
C: 4.775 -1.102 2.489
C: 3.444 -1.051 2.065
C: 2.396 -1.630 2.954
N: 3.099 -0.525 0.893
H: -3.519 0.942 0.622
H: -2.689 2.309 1.369
H: -1.760 0.962 0.689
H: -3.261 2.095 -3.409
H: -1.658 2.321 -5.248
H: 0.727 1.766 -4.835
H: 2.421 2.751 -4.035
H: 4.850 2.259 -3.840
H: 5.606 0.849 -1.976
H: 6.182 0.203 -0.251
H: 6.809 -0.695 1.942
H: 5.011 -1.504 3.461
H: 2.863 -2.225 3.734
H: 1.721 -2.264 2.385
H: 1.824 -0.836 3.429
N: -0.873 -0.281 3.302
C: -1.418 -1.513 3.702
C: -1.986 -1.622 4.961
C: -2.551 -2.822 5.368
C: -2.555 -3.907 4.512
C: -1.976 -3.806 3.251
C: -1.402 -2.614 2.855
S: -0.639 -2.489 1.234
N: -0.056 -0.882 1.166
C: -0.250 -0.026 2.128
C: 0.262 1.328 1.888
C: -0.012 2.414 2.722
C: 0.516 3.655 2.420
C: 1.305 3.773 1.286
C: 1.500 2.658 0.490
N: 0.992 1.458 0.766
H: -0.914 0.449 3.996
H: -1.989 -0.768 5.621
H: -2.995 -2.897 6.348
H: -3.010 -4.833 4.820
H: -1.984 -4.652 2.583
H: -0.650 2.312 3.585
H: 0.313 4.506 3.050
H: 1.752 4.714 1.011
H: 2.087 2.763 -0.409
O: -6.734 3.266 -1.618
C: -6.251 2.123 -2.104
O: -6.858 1.474 -2.906
C: -4.875 1.689 -1.636
C: -3.967 2.607 -1.231
C: -2.569 2.302 -0.788
C: -2.179 0.000 -1.748
C: -3.508 -0.448 -1.768
C: -4.667 0.277 -1.776
N: -1.111 -0.775 -1.638
C: -0.952 -1.988 -2.056
C: 0.284 -2.660 -1.831
C: 0.446 -3.945 -2.377
C: 1.639 -4.611 -2.237
C: 2.657 -3.966 -1.546
C: 2.427 -2.704 -1.033
N: 1.279 -2.035 -1.151
H: -6.212 3.657 -0.908
H: -4.253 3.649 -1.200
H: -2.014 3.236 -0.661
H: -3.619 -1.526 -1.793
H: -5.585 -0.274 -1.935
H: -1.688 -2.487 -2.682
H: -0.377 -4.388 -2.911
H: 1.778 -5.596 -2.652
H: 3.617 -4.432 -1.415
H: 3.230 -2.219 -0.507

Output
LUMO level (alpha / beta), eV: -5.71 / -6.40
Energy relative to the best compared isomer or geometry (same formula, charge and spin), kcal per mole: 14.2
DFT total energy, eV: -108570.835
2S+1: 4
Expectation value of S²: 3.874
Total charge: +2
HOMO (alpha / beta), eV: -11.87 / -12.61
Gap between HOMO and LUMO (alpha / beta), hartree: 0.2263 / 0.2282

Molecular formula: C42H34I2N6O3S2Ti
Method: DFT, ωB97M-V/def2-TZVPD

CARTESIAN COORDINATES (ANGSTROEM)
Ti: 0.226 1.914 -0.206
C: 0.909 4.318 3.047
C: 1.275 2.947 2.582
O: 0.851 2.513 1.506
N: 2.090 2.163 3.390
C: 2.853 1.090 2.758
C: 2.197 -0.265 2.791
C: 2.940 -1.403 3.097
C: 2.337 -2.646 3.002
C: 1.004 -2.719 2.622
C: 0.335 -1.530 2.369
N: 0.914 -0.335 2.444
H: 1.179 5.032 2.266
H: 1.407 4.588 3.980
H: -0.172 4.386 3.202
H: 2.632 2.721 4.030
H: 3.818 1.017 3.264
H: 3.036 1.332 1.706
H: 3.983 -1.309 3.372
H: 2.903 -3.547 3.209
H: 0.490 -3.667 2.518
H: -0.710 -1.525 2.072
I: -1.791 4.450 0.279
C: -2.060 4.620 -1.790
C: -2.959 5.563 -2.207
C: -3.155 5.779 -3.585
C: -2.425 5.054 -4.481
C: -1.493 4.075 -4.054
C: -0.744 3.361 -5.016
C: 0.145 2.414 -4.595
C: 0.294 2.134 -3.224
C: -0.385 2.781 -2.201
C: -1.292 3.799 -2.663
H: -3.509 6.148 -1.482
H: -3.868 6.523 -3.918
H: -2.542 5.216 -5.548
H: -0.885 3.587 -6.068
H: 0.738 1.861 -5.317
H: 1.002 1.352 -2.962
S: 2.521 0.927 -0.752
C: 3.676 2.244 -0.860
C: 5.036 1.813 -0.975
N: 6.132 1.451 -1.039
C: 3.411 3.590 -0.815
S: 1.870 4.353 -0.673
C: 4.535 4.488 -0.894
N: 5.410 5.239 -0.938
I: -6.131 0.596 1.813
C: -4.189 0.834 2.540
C: -3.871 0.468 3.837
C: -2.560 0.636 4.255
C: -1.636 1.157 3.359
N: -1.951 1.504 2.117
C: -3.203 1.345 1.710
H: -4.623 0.062 4.500
H: -2.253 0.359 5.255
H: -0.597 1.286 3.639
H: -3.422 1.624 0.686
C: 2.703 -5.530 0.332
C: 1.220 -5.426 0.581
C: 0.629 -6.306 1.482
C: -0.722 -6.206 1.780
C: -1.493 -5.259 1.136
C: -0.926 -4.382 0.206
N: -1.788 -3.439 -0.377
C: -1.643 -2.908 -1.664
C: -1.518 -3.752 -2.767
C: -1.389 -3.222 -4.041
C: -1.392 -1.845 -4.232
C: -1.500 -1.006 -3.133
C: -1.627 -1.523 -1.853
C: -1.635 -0.622 -0.642
O: -2.345 -0.952 0.331
O: -0.827 0.351 -0.668
C: 0.455 -4.430 -0.048
C: 1.128 -3.386 -0.899
H: 3.117 -6.383 0.870
H: 3.230 -4.634 0.669
H: 2.928 -5.651 -0.729
H: 1.240 -7.060 1.965
H: -1.177 -6.880 2.496
H: -2.556 -5.181 1.325
H: -2.201 -2.763 0.261
H: -1.516 -4.824 -2.606
H: -1.290 -3.890 -4.889
H: -1.289 -1.422 -5.224
H: -1.451 0.067 -3.252
H: 1.060 -3.611 -1.967
H: 2.180 -3.289 -0.644
H: 0.674 -2.406 -0.756

Output
LUMO level (alpha / beta), eV: 3.32 / 3.32
Energy relative to the best compared isomer or geometry (same formula, charge and spin), kcal per mole: 32.3
DFT total energy, eV: -120179.956
2S+1: 3
Expectation value of S²: 2.013
Total charge: -2
HOMO (alpha / beta), eV: 0.13 / -1.18
Gap between HOMO and LUMO (alpha / beta), hartree: 0.1171 / 0.1652

Molecular formula: C42H34N5OP2S2Se2Ti
Method: DFT, ωB97M-V/def2-TZVPD

CARTESIAN COORDINATES (ANGSTROEM)
Ti: 1.848 0.001 -0.072
C: 6.205 0.047 -0.514
C: 4.747 -0.044 -0.849
N: 3.827 -0.106 0.198
N: 4.462 -0.157 1.437
C: 3.688 -0.144 2.458
S: 1.949 -0.063 2.423
S: 4.561 -0.075 4.025
C: 4.729 1.732 4.061
C: 5.754 2.294 3.114
C: 7.118 2.118 3.325
C: 8.045 2.623 2.429
C: 7.621 3.310 1.297
C: 6.265 3.483 1.072
C: 5.341 2.977 1.978
C: 4.366 -0.096 -2.237
C: 5.376 -0.221 -3.229
C: 5.104 -0.254 -4.583
C: 3.794 -0.164 -5.040
C: 2.773 -0.056 -4.105
C: 3.035 -0.033 -2.748
O: 1.996 0.076 -1.898
H: 6.348 0.410 0.499
H: 6.718 0.715 -1.206
H: 6.701 -0.930 -0.573
H: 4.945 2.006 5.096
H: 3.745 2.134 3.813
H: 7.452 1.558 4.191
H: 9.103 2.472 2.606
H: 8.345 3.698 0.591
H: 5.920 3.997 0.184
H: 4.280 3.089 1.787
H: 6.403 -0.316 -2.915
H: 5.922 -0.357 -5.286
H: 3.568 -0.187 -6.098
H: 1.736 0.011 -4.412
Se: -3.210 -5.294 -0.045
P: -3.226 -3.193 0.092
C: -3.677 -2.685 1.780
C: -2.692 -2.895 2.750
C: -2.962 -2.658 4.085
C: -4.225 -2.227 4.475
C: -5.206 -2.019 3.520
C: -4.929 -2.237 2.176
C: -4.399 -2.514 -1.101
C: -5.762 -2.801 -0.990
C: -6.640 -2.401 -1.980
C: -6.163 -1.755 -3.118
C: -4.807 -1.527 -3.261
C: -3.928 -1.902 -2.251
C: -1.600 -2.388 -0.101
C: -0.996 -1.112 -0.082
N: 0.333 -1.355 0.046
N: 0.544 -2.658 0.073
N: -0.594 -3.287 -0.012
P: -1.467 0.643 -0.155
Se: 0.185 1.992 0.078
C: -2.127 1.022 -1.809
C: -3.209 1.865 -2.015
C: -3.528 2.283 -3.305
C: -2.761 1.863 -4.378
C: -1.667 1.028 -4.171
C: -1.343 0.615 -2.889
C: -2.774 0.947 1.067
C: -2.401 1.501 2.288
C: -3.370 1.784 3.241
C: -4.706 1.540 2.966
C: -5.080 0.978 1.755
C: -4.112 0.659 0.813
H: -1.712 -3.250 2.453
H: -2.186 -2.812 4.822
H: -4.439 -2.049 5.522
H: -6.187 -1.671 3.816
H: -5.700 -2.037 1.443
H: -6.127 -3.383 -0.153
H: -7.695 -2.623 -1.884
H: -6.849 -1.457 -3.899
H: -4.420 -1.064 -4.157
H: -2.868 -1.755 -2.380
H: -3.789 2.235 -1.182
H: -4.372 2.942 -3.459
H: -3.008 2.191 -5.380
H: -1.052 0.716 -5.004
H: -0.459 0.005 -2.728
H: -1.357 1.715 2.484
H: -3.075 2.205 4.193
H: -5.462 1.778 3.705
H: -6.121 0.767 1.547
H: -4.410 0.193 -0.118

Output
LUMO level (alpha / beta), eV: 2.06 / 2.05
Energy relative to the best compared isomer or geometry (same formula, charge and spin), kcal per mole: 8.1
DFT total energy, eV: -247664.480
2S+1: 3
Expectation value of S²: 2.039
Total charge: -1
HOMO (alpha / beta), eV: -2.77 / -4.93
Gap between HOMO and LUMO (alpha / beta), hartree: 0.1772 / 0.2566

no.,largest force on an atom (eV Å⁻¹)
1,4.0
2,2.1
3,1.2
4,2.4
5,1.3